1.
156
Properties=species:S:1:pos:R:3:lowdin_charge:R:1 method="wB97M-V/def2-TZVPD" e_above_lowest_kcal_mol=351.83 orbital_gap_ev=9.3
C 1.46688 10.38848 3.17820 -0.317
O 2.08455 10.86330 2.18510 -0.030
N 1.65196 9.16855 3.61958 -0.220
C 2.66644 8.29168 3.22543 -0.083
C 0.63057 8.52216 4.38917 -0.053
H 0.60409 10.87442 3.65951 0.137
H 3.38477 8.79500 2.57830 0.096
H 2.43503 7.31388 2.80296 0.095
H 3.33757 7.91088 3.99528 0.089
H -0.04836 8.25706 3.57869 0.102
H 1.03392 7.72828 5.01781 0.096
H 0.03894 9.19457 5.01041 0.087
C -9.31669 -5.16193 4.30925 -0.311
O -10.15833 -6.04967 4.54151 -0.019
N -9.54848 -4.21560 3.39347 -0.192
C -8.50877 -3.50954 2.72614 -0.089
C -10.86387 -4.07218 2.78903 -0.054
H -8.39992 -5.08823 4.91446 0.139
H -8.68951 -2.44438 2.87064 0.083
H -8.27900 -3.58176 1.66308 0.093
H -7.59468 -3.47846 3.31907 0.088
H -11.21948 -3.04419 2.85869 0.086
H -11.03104 -4.40367 1.76420 0.092
H -11.65186 -4.55268 3.36895 0.085
C -1.20278 -0.51012 0.65218 -0.283
O -1.16359 -0.52054 1.92432 -0.045
N -0.30844 0.18429 -0.11409 -0.199
C 0.73432 1.12136 0.37400 -0.033
C 0.03890 -0.38580 -1.39451 -0.088
H -1.89144 -1.15310 0.08251 0.133
H 0.59391 1.68595 1.29574 0.093
H 0.74481 1.83341 -0.45122 0.074
H 1.72575 0.68885 0.23951 0.087
H 0.61885 -1.30735 -1.34415 0.090
H -0.80284 -0.72507 -1.99820 0.088
H 0.58795 0.36926 -1.95712 0.084
C 5.35626 1.92263 -6.79603 -0.344
O 6.07753 1.33270 -6.01978 0.004
N 5.78256 2.23333 -8.03188 -0.217
C 5.01941 3.15433 -8.83072 -0.060
C 6.97941 1.67604 -8.57660 -0.059
H 4.31620 2.19769 -6.56194 0.137
H 3.97568 3.09275 -8.52259 0.079
H 4.97019 2.90308 -9.89022 0.092
H 5.40140 4.12865 -8.52597 0.097
H 6.72453 1.01425 -9.40436 0.094
H 7.85198 2.31317 -8.72073 0.096
H 7.32926 0.95222 -7.84055 0.080
C -3.45766 -7.58792 -0.77397 -0.348
O -2.66555 -7.19977 -1.63493 -0.010
N -4.30649 -8.56081 -1.09430 -0.189
C -5.26494 -8.99158 -0.06650 -0.068
C -4.42581 -9.21223 -2.42447 -0.027
H -3.58269 -7.35137 0.29403 0.136
H -5.57796 -9.99613 -0.35108 0.076
H -6.20311 -8.44295 0.01687 0.089
H -4.73971 -9.22654 0.85927 0.087
H -3.65662 -9.97358 -2.55399 0.090
H -5.39239 -9.70935 -2.50636 0.078
H -4.38407 -8.49096 -3.24065 0.086
C 0.44509 8.40537 -5.11168 -0.376
O 1.58903 8.16830 -4.70657 -0.032
N -0.60731 8.07013 -4.38593 -0.143
C -1.97780 8.37318 -5.03078 -0.020
C -0.38696 7.58226 -2.96397 -0.011
H 0.25092 8.95063 -6.04826 0.130
H -2.56631 7.48448 -5.25876 0.073
H -1.85285 8.96885 -5.93502 0.071
H -2.60211 8.93384 -4.33507 0.075
H 0.68695 7.51184 -2.79121 0.078
H -0.78032 8.25073 -2.19813 0.078
H -0.97675 6.68907 -2.75791 0.077
C 8.68027 1.54981 1.72838 -0.365
O 7.88326 1.64187 2.62836 0.016
N 9.89245 0.91647 1.78813 -0.204
C 10.17063 0.12560 3.00957 -0.024
C 10.69986 0.81537 0.57766 -0.063
H 8.48782 1.87558 0.69444 0.127
H 9.63999 0.37992 3.92710 0.087
H 11.24019 0.19106 3.20918 0.084
H 9.82236 -0.83912 2.64064 0.091
H 11.77406 0.92707 0.72498 0.085
H 10.51792 -0.20283 0.23379 0.082
H 10.36706 1.43587 -0.25440 0.084
C 4.69877 -3.48922 3.30850 -0.298
O 4.35688 -3.85174 4.44383 -0.007
N 5.02144 -4.36860 2.26690 -0.191
C 5.63137 -3.99125 1.00331 -0.078
C 4.85630 -5.86145 2.46463 -0.043
H 4.82900 -2.48743 2.87069 0.126
H 6.65804 -4.35281 1.06086 0.088
H 5.50017 -2.92962 0.79401 0.083
H 5.11714 -4.50475 0.19090 0.082
H 3.92493 -6.13493 2.96046 0.082
H 4.96298 -6.54861 1.62526 0.077
H 5.64989 -6.23586 3.11124 0.080
C -6.67919 6.26287 0.86884 -0.338
O -6.12234 6.66815 -0.11617 0.022
N -6.58405 4.96288 1.29698 -0.206
C -5.72778 4.10126 0.58340 -0.089
C -7.07101 4.46778 2.59013 -0.053
H -7.43220 6.77585 1.48695 0.133
H -5.06347 4.65658 -0.07873 0.084
H -6.30808 3.38293 0.00430 0.103
H -4.86432 3.75079 1.14882 0.094
H -6.13147 4.20297 3.07515 0.082
H -7.59187 5.13359 3.27825 0.084
H -7.70750 3.58320 2.56837 0.084
C -4.07156 -3.25772 8.03115 -0.300
O -5.16366 -3.03676 8.59085 -0.021
N -3.20164 -4.30006 8.31697 -0.198
C -3.54354 -5.28835 9.31058 -0.073
C -1.78985 -4.38033 7.86481 -0.053
H -3.66216 -2.61233 7.23865 0.128
H -4.61161 -5.29979 9.52778 0.085
H -3.14820 -4.92571 10.25942 0.090
H -3.15491 -6.28426 9.09790 0.090
H -1.45985 -3.47346 7.35807 0.078
H -1.16990 -4.53438 8.74801 0.089
H -1.61821 -5.05120 7.02304 0.084
C -5.72278 -0.18808 -6.15750 -0.389
O -5.55964 -0.91131 -5.21955 0.035
N -5.73860 -0.70920 -7.37041 -0.209
C -5.47573 0.17490 -8.56038 -0.027
C -5.56451 -2.07137 -7.70216 -0.076
H -5.86217 0.90159 -6.23103 0.135
H -4.70517 -0.35488 -9.12045 0.083
H -5.24166 1.19369 -8.25152 0.081
H -6.41032 0.18190 -9.12125 0.085
H -5.90344 -2.22789 -8.72623 0.089
H -4.50047 -2.30701 -7.68215 0.096
H -5.98799 -2.79956 -7.01043 0.096
C 3.59374 -5.52862 -8.99524 -0.287
O 3.28042 -6.46908 -9.79890 -0.053
N 2.93436 -5.42558 -7.85400 -0.233
C 2.95492 -4.21258 -7.12773 -0.076
C 2.07212 -6.41752 -7.35571 -0.055
H 4.37283 -4.77231 -9.17751 0.136
H 2.92869 -4.33125 -6.04454 0.093
H 2.05169 -3.65817 -7.38251 0.094
H 3.81208 -3.57892 -7.35543 0.091
H 2.61059 -7.00024 -6.60831 0.102
H 1.18204 -5.89619 -7.00347 0.097
H 1.73676 -7.18082 -8.05784 0.092
C 4.94862 2.00271 9.67105 -0.316
O 5.98208 2.09843 10.36168 -0.019
N 4.53109 2.89288 8.70843 -0.181
C 3.50660 2.75405 7.71719 -0.093
C 5.53824 4.00985 8.47889 -0.028
H 4.31668 1.11090 9.80353 0.129
H 2.96284 1.83850 7.94997 0.079
H 3.73361 2.55096 6.67062 0.095
H 2.67213 3.42409 7.92409 0.089
H 5.94345 4.59516 9.30430 0.080
H 6.40915 3.48237 8.08981 0.087
H 5.04422 4.71032 7.80556 0.077

***

2.
41
Properties=species:S:1:pos:R:3:lowdin_charge:R:1 method="wB97M-V/def2-TZVPD" orbital_gap_ev=11.2 total_charge=+1
O -1.92185 -2.94141 1.40264 0.149
C -1.42130 -1.88417 1.14975 -0.512
O -1.83871 -0.72517 1.70244 0.113
C -0.28921 -1.65241 0.18916 -0.078
N -0.59683 -2.07561 -1.23270 0.199
H -2.46721 -0.95419 2.40558 0.144
H -0.09683 -0.60090 0.13462 0.096
H 0.61479 -2.14941 0.48519 0.107
H -1.56259 -1.88192 -1.53420 0.134
H 0.06977 -1.55081 -1.80276 0.103
H -0.43872 -3.07421 -1.16836 0.165
H -1.83105 3.22371 0.15870 0.102
H -1.12057 1.97003 0.72964 0.056
O -1.55441 2.32392 -0.05601 -0.037
H 1.96705 -1.68888 2.29411 0.007
H 0.87770 -2.12025 3.26239 0.068
O 1.09591 -1.41657 2.63891 -0.050
H 3.89211 -2.82412 1.05779 0.085
H 3.82034 -1.37410 1.45917 0.082
O 3.29543 -2.06306 1.02624 -0.038
H -3.13977 1.71653 -0.70046 -0.003
H -3.79284 1.66260 -2.12893 0.054
O -3.87282 1.34850 -1.22198 -0.057
H 1.47869 2.48511 1.00410 0.032
H 2.57796 3.58001 0.97382 0.069
O 2.32348 2.72534 0.61291 -0.035
H -0.70366 2.45091 4.03655 0.049
H -0.18512 1.21961 3.12675 0.018
O -0.16826 2.16763 3.29272 -0.046
H -3.35237 -0.27993 -2.31624 0.031
H -1.84649 0.00445 -2.40331 -0.009
O -2.54156 -0.55677 -2.77942 -0.067
H 1.64992 2.95051 -2.55955 0.068
H 2.34589 2.50896 -1.27016 0.021
O 1.93243 2.16251 -2.08275 -0.052
H 0.60343 1.03932 -1.75606 0.030
H -0.86251 1.27862 -1.24942 0.016
O -0.25225 0.59234 -1.57865 -0.088
H 2.69207 -1.68764 -1.04758 0.032
H 2.58246 -2.06795 -2.50939 0.074
O 2.03748 -1.84112 -1.74526 -0.033